# 1
CH3Cl2OP | ωB97M-V with the def2-TZVPD basis set

Structure (XYZ):
```
8
Properties=species:S:1:pos:R:3
O -0.1932 -1.4052 0.0897
C -0.8647 -0.5825 0.8935
P -0.4627 0.9899 1.1968
Cl 1.1331 1.2283 -0.0369
H 0.5555 -1.0455 -0.4349
H -1.7531 -1.1444 1.2474
Cl -1.4501 0.2550 -3.9103
H -0.3778 -0.4471 -4.0617
```

Output
energy above the lowest of the compared OMol25 structures with the same formula, charge and spin = 61.87 kcal/mol
SMILES = O/C=P\Cl.Cl
total charge = 0
HOMO = -8.8852 eV
orbital gap = 9.31 eV

# 2
C25H37Cl3NNiO3Sb | ωB97M-V with the def2-TZVPD basis set

Structure (XYZ):
```
71
Properties=species:S:1:pos:R:3
Ni -0.0756 0.5765 0.3103
C 0.6395 -2.1397 2.2080
O 0.1049 -0.8573 1.9582
H 0.2977 -2.5221 3.1751
H 1.7333 -2.1466 2.1903
H 0.2660 -2.7879 1.4181
H 0.3701 -0.2476 2.6631
Cl 2.3553 0.9494 -0.1425
C 1.2873 -0.0885 -1.1041
H 1.7178 -1.0885 -1.0869
H 1.2352 0.3137 -2.1158
C -3.6114 0.3915 -3.2874
C -3.9465 0.8835 -1.8928
C -5.3722 0.5382 -1.5158
Sb -2.4220 0.1258 -0.4423
C -3.6531 0.2414 1.3922
C -3.8901 1.7041 1.7262
C -2.9725 -0.4537 2.5556
C -2.4558 -2.1009 -0.6786
C -3.8362 -2.7253 -0.7339
C -1.6138 -2.4998 -1.8798
H -4.2405 0.8927 -4.0227
H -3.7896 -0.6783 -3.3699
H -2.5718 0.6008 -3.5332
H -3.8230 1.9685 -1.8591
H -5.5272 -0.5367 -1.4842
H -6.0521 0.9510 -2.2635
H -5.6447 0.9575 -0.5511
H -4.5969 -0.2610 1.1643
H -2.9431 2.1785 1.9808
H -4.5585 1.7975 2.5830
H -4.3309 2.2453 0.8890
H -2.0653 0.0876 2.8142
H -2.7134 -1.4843 2.3167
H -3.6295 -0.4590 3.4258
H -1.9551 -2.4536 0.2296
H -4.3513 -2.4609 -1.6540
H -4.4452 -2.4142 0.1120
H -3.7519 -3.8136 -0.7055
H -2.0922 -2.1925 -2.8071
H -1.4871 -3.5826 -1.9145
H -0.6280 -2.0363 -1.8256
Cl -1.5701 3.3486 -2.4273
C 0.1178 3.6813 -2.3862
C 0.9541 2.7880 -3.0294
C 2.3249 2.9777 -3.0289
C 2.8607 4.0785 -2.3831
C 2.0156 4.9570 -1.7384
Cl 2.7170 6.3178 -0.9013
C 0.6194 4.8000 -1.7035
N -0.1487 5.7586 -1.0996
C -1.3938 5.5678 -0.4406
C -2.5297 6.0914 -1.0443
C -3.7584 6.0152 -0.4177
C -3.8459 5.4602 0.8473
C -2.7115 4.9692 1.4638
C -1.4706 5.0071 0.8374
C -0.2793 4.4052 1.5251
C -0.2459 2.9135 1.1929
O -0.2400 2.0393 2.0846
O -0.2381 2.6038 -0.0267
H 0.5129 1.9379 -3.5286
H 2.9787 2.2687 -3.5122
H 3.9261 4.2525 -2.3631
H 0.4133 6.4923 -0.6800
H -2.4267 6.5513 -2.0150
H -4.6381 6.4096 -0.9025
H -4.7932 5.4239 1.3655
H -2.7816 4.5714 2.4652
H -0.3480 4.5239 2.6046
H 0.6577 4.8407 1.1705
```

Output
energy above the lowest of the compared OMol25 structures with the same formula, charge and spin = 9.10 kcal/mol
<S²> = 2.010
total charge = 0
2S+1 = 3
HOMO (spin up / spin down) = -7.2210 / -7.7857 eV
orbital gap (spin up / spin down) = 7.84 / 8.26 eV

# 3
C5H11N | ωB97M-V with the def2-TZVPD basis set

Structure (XYZ):
```
17
Properties=species:S:1:pos:R:3
C 1.7706 -1.6657 -0.1736
C 0.1597 -1.6846 -0.3975
C -0.5830 -0.3037 -0.7092
C -0.6126 0.8124 0.0882
C -0.7633 2.2341 -0.5016
N -0.3360 0.6321 1.5221
H 2.1495 -2.7235 0.0435
H 2.1021 -1.2181 0.7814
H 2.2498 -1.0895 -1.0283
H 0.0679 -2.2592 -1.2992
H -0.2832 -2.0907 0.5266
H -1.4655 -0.4776 -1.4649
H -1.4410 2.4725 -1.3460
H 0.3172 2.5515 -0.7821
H -1.1914 2.8931 0.4027
H -0.2081 -0.3227 1.8584
H 0.2270 1.4846 1.8150
```

Output
energy above the lowest of the compared OMol25 structures with the same formula, charge and spin = 58.09 kcal/mol
SMILES = CC/C=C(/C)N
total charge = 0
HOMO = -7.6894 eV
orbital gap = 8.67 eV

# 4
CH2ClFOS | ωB97M-V with the def2-TZVPD basis set

Structure (XYZ):
```
7
Properties=species:S:1:pos:R:3
F 1.1272 0.6468 -1.1692
C 1.0397 0.2716 0.1252
Cl 1.4327 1.6748 1.1673
H 1.7436 -0.4988 0.3261
H 0.0119 0.0127 0.3938
O -2.4772 -1.3923 -1.0525
S -2.8779 -0.7149 0.2093
```

Output
energy above the lowest of the compared OMol25 structures with the same formula, charge and spin = 32.22 kcal/mol
SMILES = FCCl.O=S
total charge = 0
HOMO = -9.0724 eV
orbital gap = 6.45 eV

# 5
C46H39N4 | ωB97M-V with the def2-TZVPD basis set

Structure (XYZ):
```
89
Properties=species:S:1:pos:R:3
C 2.9464 -6.9649 -1.3433
C 4.0553 -6.8751 -0.4931
C 4.5751 -5.6244 -0.1620
C 3.9977 -4.4591 -0.6895
N 4.6163 -3.1979 -0.3962
C 5.4817 -2.5966 -1.3693
C 4.9315 -1.8525 -2.4204
C 5.7686 -1.2899 -3.3867
C 7.1546 -1.4583 -3.2930
C 7.7034 -2.1817 -2.2295
C 6.8675 -2.7515 -1.2662
C 4.1270 -2.3898 0.6540
C 5.0215 -1.8748 1.6152
C 4.5689 -1.0282 2.6119
C 3.2083 -0.5978 2.6509
C 2.7254 0.2465 3.6910
C 1.5628 1.0610 3.5946
C 0.7840 1.3243 4.7607
C -0.4092 2.0186 4.6870
C -0.8067 2.6217 3.4714
N -1.9769 3.3789 3.4118
C -2.1118 4.3913 2.4053
C -2.8408 4.1326 1.2390
C -2.9276 5.1114 0.2435
C -2.3301 6.3606 0.4370
C -1.6248 6.6292 1.6157
C -1.5022 5.6420 2.5952
C -3.1042 3.0910 4.2556
C -3.3462 3.8506 5.4109
C -4.4926 3.6152 6.1780
C -5.4144 2.6406 5.7818
C -5.1789 1.8833 4.6296
C -4.0207 2.0980 3.8765
C 0.0051 2.4631 2.3242
C 1.1380 1.6644 2.3651
C 2.3303 -1.1122 1.6441
C 2.7649 -2.0612 0.7316
C 2.8798 -4.5456 -1.5206
C 2.3533 -5.8022 -1.8468
H 2.5476 -7.9444 -1.6166
H 4.5193 -7.7770 -0.0897
H 5.4389 -5.5242 0.4994
H 3.8460 -1.7271 -2.4691
H 5.3335 -0.7217 -4.2112
H 7.8077 -1.0191 -4.0498
H 8.7837 -2.3067 -2.1482
H 7.2724 -3.3203 -0.4267
H 6.0706 -2.1829 1.5623
H 5.2550 -0.6556 3.3732
H 3.1970 0.1686 4.6740
H 1.1461 0.9340 5.7141
H -1.0316 2.1547 5.5723
H -3.3106 3.1543 1.1111
H -3.4653 4.8900 -0.6807
H -2.4166 7.1293 -0.3320
H -1.1636 7.6060 1.7749
H -0.9421 5.8242 3.5171
H -2.6251 4.6190 5.7007
H -4.6664 4.2012 7.0825
H -6.3195 2.4735 6.3681
H -5.8969 1.1268 4.3063
H -3.8184 1.5097 2.9770
H -0.2819 2.9725 1.4024
H 1.7375 1.5267 1.4630
H 1.2937 -0.7853 1.6129
H 2.0691 -2.5313 0.0271
H 2.4264 -3.6285 -1.9071
H 1.4810 -5.8649 -2.5015
C 4.8381 2.2366 10.1755
C 5.3642 2.4794 8.7875
C 4.6749 1.8666 7.7350
C 5.1029 2.0496 6.4197
C 6.2370 2.8630 6.1822
C 6.9335 3.4738 7.2120
C 6.4910 3.2822 8.5299
C 7.2196 3.9345 9.6666
N 6.4257 2.8316 4.8043
C 5.4481 2.0437 4.2611
N 4.6502 1.5621 5.2058
H 5.4282 2.7363 10.9528
H 3.7986 2.5846 10.2587
H 4.8231 1.1602 10.3969
H 3.7983 1.2378 7.9037
H 7.8107 4.0906 7.0062
H 8.0658 4.5079 9.2728
H 6.5799 4.6268 10.2336
H 7.6150 3.2055 10.3892
H 7.1594 3.3027 4.2867
H 5.3785 1.8712 3.1899
```

Output
energy above the lowest of the compared OMol25 structures with the same formula, charge and spin = 0.86 kcal/mol
total charge = +1
HOMO = -10.3690 eV
orbital gap = 6.11 eV

# 6
C21H21N4O8S2W | ωB97M-V with the def2-TZVPD basis set

Structure (XYZ):
```
57
Properties=species:S:1:pos:R:3
W 0.3418 -0.2625 -0.3221
C -1.0520 -3.2965 -1.2622
C -0.2169 -2.6201 -2.3373
O 0.8427 -1.8829 -1.6757
C 1.9876 -2.6731 -1.2217
C 1.8963 -2.9720 0.2681
O 1.4964 -1.7438 0.9239
C 1.4254 -1.7336 2.3640
C -0.0394 -1.6750 2.7566
O -0.7762 -0.8503 1.8048
C -2.1325 -1.3289 1.6932
C -2.1617 -2.5391 0.7564
O -1.0429 -2.3904 -0.1407
H -0.6281 -4.2518 -0.9478
H -2.0677 -3.4652 -1.6217
H -0.7932 -1.8808 -2.8840
H 0.2051 -3.3254 -3.0502
H 2.8709 -2.0788 -1.4390
H 2.0421 -3.5963 -1.7952
H 2.8843 -3.2686 0.6226
H 1.1794 -3.7583 0.5051
H 1.9886 -0.8716 2.7179
H 1.8911 -2.6257 2.7805
H -0.1498 -1.2442 3.7511
H -0.4711 -2.6753 2.7486
H -2.7162 -0.5096 1.2899
H -2.5189 -1.5781 2.6797
H -3.0986 -2.5504 0.1974
H -2.0607 -3.4861 1.2882
O 5.1407 2.7164 2.7184
C 4.1892 1.8426 2.8839
O 4.2864 0.8232 3.5028
C 2.7958 2.0384 2.2721
C 1.6424 2.5763 2.8288
N 0.5878 2.0564 2.1845
N 0.9620 1.1858 1.2446
C 2.3137 1.1931 1.2815
C 3.0339 0.3932 0.2543
O 4.1722 0.0885 0.2713
O 2.1419 0.0442 -0.7185
H 4.9522 3.4997 2.1890
H 1.5225 3.2942 3.6266
H -0.3841 2.2551 2.3721
S 0.4874 1.8100 -1.6205
C -1.0659 2.3895 -2.0633
C -1.2431 3.6595 -2.6243
C -2.5030 4.0416 -3.0396
C -2.7079 5.3546 -3.5626
N -2.8628 6.4237 -3.9540
C -3.5991 3.1361 -2.9350
C -3.4265 1.8782 -2.3689
C -2.1688 1.5233 -1.9080
S -1.8982 0.0045 -1.1079
C -4.8893 3.5256 -3.3978
N -5.9343 3.8447 -3.7573
H -0.4069 4.3379 -2.7362
H -4.2642 1.1981 -2.2864
```

Output
total charge = +3
HOMO (spin up / spin down) = -17.9171 / -17.9170 eV
orbital gap (spin up / spin down) = 5.48 / 5.48 eV

# 7
C37H67B2Br2N3O16S5 | ωB97M-V with the def2-TZVPD basis set

Structure (XYZ):
```
132
Properties=species:S:1:pos:R:3
C -0.8794 -6.4087 0.3901
C 0.1543 -6.7845 -0.8696
B 0.6699 -5.3963 -1.6579
O 1.8541 -5.4762 -2.5349
C -0.2598 -4.0525 -1.3970
C -1.5960 -3.6934 -2.3358
C -1.9305 -4.7094 -3.5770
Br -3.8475 -4.5650 -4.2465
C -0.9927 -4.2475 -4.8718
C 0.1537 -5.3700 -5.2711
Br -0.0528 -2.4814 -4.5732
C -2.5619 -2.3616 -2.0568
C -2.2163 -1.3169 -0.7988
B -3.1790 0.0197 -0.5315
O -2.6904 1.2609 0.1580
O -4.6065 0.0959 -1.0020
C -0.8866 -1.6830 0.0869
C 0.1006 -3.0056 -0.1873
N 1.3489 -3.2935 0.6533
C 2.2266 -2.0286 0.7600
C 1.5972 -0.5489 1.2221
C 2.4750 0.8259 1.3805
C 4.0812 0.8089 1.0548
C 4.7560 -0.6386 0.5743
C 6.3948 -0.5703 0.2780
C 6.5975 0.4063 -1.0227
O 7.8605 0.8094 -1.3101
N 5.4624 0.8758 -1.9054
C 5.1944 2.3599 -1.7849
C 5.7574 0.5317 -3.3728
C 3.8658 -2.0462 0.4259
C 4.5532 -3.4491 -0.0727
C 5.2991 -3.3817 -1.5298
C 4.3727 -2.8247 -2.7632
C 5.2014 -3.2073 -4.1616
N 4.3247 -3.2218 -5.3946
S -0.2894 -0.5804 1.5304
H -0.8427 -7.3281 1.1300
H -0.4872 -5.4797 1.0009
H -1.9854 -6.2574 0.0393
H -0.5049 -7.4014 -1.6278
H 1.0382 -7.3860 -0.3971
H 1.8340 -6.4366 -2.8845
H -1.7908 -5.8578 -3.3237
H -1.6427 -4.0874 -5.8575
H 0.1367 -5.5719 -6.4258
H 0.0836 -6.3278 -4.6018
H 1.2006 -4.8642 -5.0047
H -3.4955 -2.0781 -2.7207
H -1.7120 1.3956 -0.0558
H -4.5871 0.9035 -1.6274
H 0.9733 -3.4481 1.6324
H 1.8851 1.7980 1.7245
H 4.7031 1.8013 1.1896
H 6.8469 0.0040 1.2219
H 6.8972 -1.6238 0.1966
H 4.0928 2.5180 -1.3524
H 5.9564 2.9509 -1.1194
H 5.1450 2.8136 -2.8875
H 4.7175 0.3183 -3.9093
H 6.3087 -0.5158 -3.3394
H 6.3899 1.3484 -3.9250
H 3.6716 -4.2431 -0.1643
H 5.3234 -3.9115 0.6976
H 5.5849 -4.5064 -1.8097
H 6.3057 -2.7847 -1.5507
H 3.3242 -3.3382 -2.8671
H 4.1559 -1.6561 -2.6867
H 6.0851 -2.4505 -4.3822
H 5.7022 -4.2857 -4.0838
H 3.3277 -3.3413 -5.1084
H 4.5477 -4.0497 -6.0172
C -7.0327 -0.4818 0.8546
C -8.2781 -0.0381 0.1090
O -9.3030 -1.0229 0.1642
S -10.1010 -1.2327 1.5694
C -11.3826 -2.2978 0.9530
O -10.6946 0.0235 1.9679
O -9.2742 -2.0113 2.4672
H -7.2267 -0.5792 1.9260
H -6.2232 0.2415 0.7267
H -6.6975 -1.4608 0.4966
H -8.6464 0.9217 0.4879
H -8.0274 0.1071 -0.9473
H -11.9997 -1.7412 0.2442
H -11.9862 -2.6192 1.8042
H -10.9235 -3.1656 0.4761
C -4.0122 2.8518 6.3803
C -4.9063 1.6260 6.3366
O -6.1740 1.9200 5.7623
S -6.2586 2.1590 4.1527
C -8.0297 2.1644 4.0106
O -5.7432 0.9917 3.4738
O -5.7878 3.4943 3.8508
H -3.7563 3.1910 5.3730
H -3.0788 2.6351 6.9062
H -4.5206 3.6821 6.8814
H -4.4232 0.8017 5.8006
H -5.0884 1.2820 7.3604
H -8.4120 1.1745 4.2691
H -8.2797 2.4045 2.9752
H -8.4364 2.9279 4.6762
C 3.3128 3.7511 6.8339
C 2.4187 2.5253 6.7902
O 1.1509 2.8193 6.2159
S 1.0663 3.0582 4.6062
C -0.7048 3.0637 4.4641
O 1.5817 1.8909 3.9273
O 1.5371 4.3936 4.3043
H 3.5686 4.0902 5.8266
H 4.2461 3.5344 7.3598
H 2.8043 4.5813 7.3350
H 2.9017 1.7009 6.2541
H 2.2366 2.1813 7.8140
H -1.0871 2.0737 4.7226
H -0.9548 3.3038 3.4287
H -1.1115 3.8272 5.1297
C 1.6159 8.1442 -3.4594
C 2.1888 6.9593 -4.2155
O 3.5971 7.0722 -4.3811
S 4.5517 6.8295 -3.0831
C 6.1071 6.7931 -3.9411
O 4.2898 5.5146 -2.5430
O 4.5316 8.0180 -2.2566
H 1.9857 8.1736 -2.4311
H 0.5248 8.0909 -3.4199
H 1.9110 9.0847 -3.9360
H 1.9341 6.0141 -3.7234
H 1.7479 6.9301 -5.2177
H 6.1316 5.9222 -4.5998
H 6.8985 6.7196 -3.1924
H 6.2201 7.7180 -4.5096
```

Output
SMILES = CCB(O)c1c([C@@H](Br)[C@H](C)Br)cc(B(O)O)c2c1Nc1c(ccc(CC(=O)N(C)C)c1CCCCN)S2.CCOS(C)(=O)=O.CCOS(C)(=O)=O.CCOS(C)(=O)=O.CCOS(C)(=O)=O
total charge = 0
HOMO = -7.8171 eV
orbital gap = 7.20 eV

# 8
C11H22Si | ωB97M-V with the def2-TZVPD basis set

Structure (XYZ):
```
34
Properties=species:S:1:pos:R:3
C -1.5838 1.0185 2.1471
C -1.8169 0.3912 1.0193
C -3.1987 0.0136 0.5538
Si -0.6127 0.2795 -0.4185
C -1.1338 -1.2055 -1.6334
C -0.6755 -2.6353 -1.2803
C 0.5210 1.5338 -0.9306
C 1.4637 1.6188 -1.9718
C 0.2886 2.8731 -0.2677
H -0.5913 1.2213 2.2541
H -2.1916 1.3417 2.9500
H -3.4871 0.5924 -0.2484
H -4.0286 -0.0791 1.3381
H -3.2645 -1.0917 0.2531
H -2.2481 -1.1827 -1.7285
H -0.7976 -0.8793 -2.6320
H -1.1786 -2.8319 -0.4116
H -0.8562 -3.5011 -1.9450
H 0.3547 -2.7669 -0.9847
H 1.3712 0.7868 -2.7579
H 1.1514 2.4334 -2.5742
H 2.5071 1.5867 -1.6335
H -0.3458 3.4987 -0.9794
H 1.0706 3.5572 0.1414
H -0.4567 2.5485 0.5536
C 1.4426 -0.6448 2.3254
C 1.7784 -1.4765 1.3422
C 2.9118 -1.0894 0.3770
H 1.7061 0.4205 2.3241
H 0.8592 -0.8916 3.1996
H 1.4195 -2.5241 1.0838
H 2.6072 -1.1816 -0.6731
H 3.7258 -1.6841 0.4953
H 3.2888 -0.0500 0.7130
```

Output
energy above the lowest of the compared OMol25 structures with the same formula, charge and spin = 81.96 kcal/mol
SMILES = C=C(C)[Si](CC)=C(C)C.C=CC
total charge = 0
HOMO (spin up / spin down) = -7.0669 / -7.0674 eV
orbital gap (spin up / spin down) = 7.78 / 7.78 eV

# 9
C5H9NO | ωB97M-V with the def2-TZVPD basis set

Structure (XYZ):
```
16
Properties=species:S:1:pos:R:3
C -0.6593 -1.7470 -1.0279
O 0.4202 -1.3632 -0.4300
C 0.5217 -0.7302 0.7183
C 0.1690 1.8640 -1.1498
C -0.6949 -0.3801 1.4869
C 1.8408 -0.3762 1.0765
N 2.9098 -0.0503 1.4000
H -1.6307 -1.5630 -0.5855
H -0.2258 0.8938 -1.4407
H -0.4976 -2.2564 -1.9666
H 0.1116 2.5475 -2.0040
H 1.2110 1.7590 -0.8277
H -0.4234 2.2647 -0.3210
H -0.4248 0.2474 2.3400
H -1.2039 -1.2838 1.8631
H -1.4237 0.1739 0.8686
```

Output
energy above the lowest of the compared OMol25 structures with the same formula, charge and spin = 96.51 kcal/mol
total charge = 0
HOMO (spin up / spin down) = -8.1356 / -8.0704 eV
orbital gap (spin up / spin down) = 7.88 / 8.17 eV

no.,E (a.u.)
1,-1376.86356
2,-4384.39713
3,-251.76996
4,-1072.68399
5,-1995.09971
6,-2496.14208
7,-10006.06092
8,-721.62325
9,-325.78376